Here is a molecular structure, C12H13Cl3FeNO4 from the Open Molecules 2025 dataset. Energies are from ωB97M-V/def2-TZVPD.

Results
Spin multiplicity: 6
DFT total energy (Eh): -3465.12719
Highest occupied orbital energy (alpha / beta) (eV): -7.930 / -8.949
Energy above the lowest of the compared OMol25 structures with the same formula, charge and spin (kcal/mol): 0.0
Frontier orbital gap (alpha / beta) (eV): 8.113 / 7.620
Max |F| (eV/A): 0.65
⟨S²⟩: 8.79

Geometry as XYZ:
```
34
Properties=species:S:1:pos:R:3:forces:R:3:lowdin_spin:R:1
Fe 0.336 0.027 0.006 -0.2 -0.5 -0.2 3.97
N -0.681 -1.824 0.628 0.0 0.0 0.0 0.06
C -1.375 -1.758 1.934 0.0 0.0 0.0 0.00
C -2.357 -0.592 2.002 0.0 -0.1 0.0 0.00
C -1.646 0.747 2.100 0.3 0.1 -0.1 0.02
O -1.831 1.516 3.009 -0.1 -0.1 0.0 0.02
O -0.800 0.968 1.110 -0.3 0.4 0.4 0.16
H -1.297 -2.228 -0.069 0.0 0.0 0.0 0.00
H 0.138 -2.420 0.688 0.0 -0.1 0.0 0.00
H -0.608 -1.649 2.702 0.0 0.0 0.0 0.00
H -1.900 -2.695 2.132 0.0 0.0 0.0 0.00
H -3.007 -0.703 2.867 0.0 0.0 0.0 0.00
H -2.982 -0.594 1.104 0.0 0.0 0.0 0.00
Cl 4.615 1.000 2.014 0.0 0.0 0.0 0.00
C 4.143 -0.410 1.073 0.1 0.0 0.0 0.00
Cl 5.220 -0.652 -0.324 -0.1 0.0 0.0 0.00
C 2.705 -0.317 0.579 -0.1 0.0 -0.1 0.01
O 2.031 -1.372 0.531 0.2 0.2 0.1 0.04
O 2.210 0.794 0.241 0.2 0.0 0.1 0.07
H 4.243 -1.287 1.699 0.0 0.0 0.0 0.00
Cl 3.927 -3.628 -3.365 0.0 0.0 0.0 0.03
C 2.678 -2.487 -2.995 0.0 0.0 0.0 0.10
C 2.975 -1.129 -2.977 0.0 0.0 0.0 -0.01
C 1.991 -0.220 -2.664 -0.1 0.0 0.0 0.09
C 0.675 -0.638 -2.361 0.0 -0.1 -0.5 0.03
C -0.349 0.297 -1.990 0.2 0.0 0.6 0.27
C 0.405 -2.026 -2.430 0.0 0.1 0.0 0.09
C 1.392 -2.940 -2.735 0.0 0.0 0.0 -0.01
H 3.980 -0.798 -3.201 0.0 0.0 0.0 0.00
H 2.228 0.837 -2.633 0.0 0.0 0.0 0.00
H -1.374 -0.051 -1.936 -0.1 0.1 -0.2 0.02
H -0.199 1.360 -2.137 0.0 0.0 -0.2 0.02
H -0.610 -2.369 -2.265 0.0 0.0 0.0 0.00
H 1.176 -3.998 -2.783 0.0 0.0 0.0 0.00
```
Positions in Å, forces in eV/Å.